3 unconnected molecules or ions with the total composition C2H9NO4 at a distorted geometry. Source: the Open Molecules 2025 dataset; level of theory: ωB97M-V/def2-TZVPD.

Calculated values
HOMO level	-0.32465	Eh
HOMO-LUMO gap	9.184	eV
electronic energy	-437.30041	Eh
relative energy (zero: lowest compared OMol25 entry of this formula, charge and spin)	1.2790	eV
SMILES string	NCC(=O)O.O.O

Each line ends with the Löwdin charge.
CARTESIAN COORDINATES (ANGSTROEM)
N 1.6822 -2.0585 -0.5705  -0.04
C 0.2968 -2.2454 -0.3561  -0.19
C -0.3803 -0.7496 0.0624  -0.46
O 0.2768 0.1135 0.6249  0.05
O -1.6576 -0.7535 -0.2464  0.09
H 2.1495 -1.1244 -0.5056  0.09
H 2.2521 -2.9054 -0.5304  0.08
H 0.0001 -2.7896 0.5156  0.09
H -0.1949 -2.7694 -1.2396  0.12
H -2.2415 0.0217 -0.0233  0.07
O 2.0319 3.2826 -0.0671  -0.08
H 1.2688 3.3311 -0.7211  0.07
H 2.2131 2.3543 -0.1695  0.00
O -2.2676 1.4199 0.5838  0.01
H -2.4117 2.3198 0.3607  0.06
H -1.3774 1.4400 0.9072  0.04